Entry 1:
C3H4FN as an isolated structure in a non-equilibrium geometry. Source: OMol25; level of theory: the ωB97M-V functional and the def2-TZVPD basis.

Output
HOMO energy	-11.553	eV

Last column: Mulliken charge in e.
Cartesian coordinates (Å):
1 C 0.55711 -0.34017 0.76374  -0.263
2 C -0.57294 -0.23804 -0.20067  -0.220
3 C -0.28741 0.93277 -1.34643  0.122
4 H 1.09068 0.91752 0.56045  0.297
5 H 0.38361 -0.67273 1.80188  0.284
6 H -0.72628 -1.22379 -0.50617  0.304
7 H -1.37109 0.24687 0.41750  0.273
8 N -0.46259 2.16085 -1.85002  -0.379
9 F 1.38891 -1.78328 0.35973  -0.417

---

Entry 2:
A 2-piece molecular cluster, C3H4FN overall in a non-equilibrium geometry. Source: OMol25; level of theory: the ωB97M-V functional and the def2-TZVPD basis.

Output
HOMO energy (alpha / beta)	-8.743 / -12.356	eV
expectation value of S²	2.014
multiplicity	3

Last column: Mulliken spin population.
Cartesian coordinates (Å):
1 C 2.97054 0.29409 -0.21052  0.878
2 C 0.31328 -0.24541 -0.59058  0.885
3 C -0.40992 0.63514 0.32561  -0.032
4 N 4.05317 0.38666 0.17753  0.097
5 F -0.89915 1.84114 -0.14549  0.004
6 H 0.71684 -0.01234 -1.46568  0.020
7 H 0.66027 -1.10933 -0.17460  0.027
8 H 0.13782 0.81859 1.19360  0.054
9 H -1.37196 0.27690 0.79343  0.067

---

Entry 3:
An isolated molecule of C3H4FNO in a non-equilibrium geometry. Source: OMol25; level of theory: the ωB97M-V functional and the def2-TZVPD basis.

Output
HOMO energy (alpha / beta)	-9.421 / -8.165	eV

Last column: Mulliken charge in e.
Cartesian coordinates (Å):
1 C 0.99201 0.22922 -0.11300  -0.055
2 C -0.28858 0.88010 0.06108  -0.155
3 C 1.55375 -0.95822 0.02635  -0.625
4 N -2.17433 -0.63521 -0.15558  -0.097
5 O -1.52832 0.51648 -0.07650  -0.067
6 F -3.51149 -0.18155 0.06605  -0.198
7 H 1.78520 0.92096 -0.29349  0.225
8 H -0.37374 1.89201 0.17691  0.396
9 H 2.54388 -0.93391 -0.18577  0.296
10 H 1.00162 -1.72989 0.49395  0.281

---

Entry 4:
An isolated molecule of C3H4FNO in a non-equilibrium geometry. Source: OMol25; level of theory: the ωB97M-V functional and the def2-TZVPD basis.

Output
HOMO energy (alpha / beta)	-6.924 / -11.453	eV
expectation value of S²	2.007
multiplicity	3

Last column: Mulliken spin population.
Cartesian coordinates (Å):
1 C -0.14423 1.51227 0.33177  0.702
2 C -0.02687 -0.05004 0.48534  0.193
3 C 0.22472 -0.59042 -0.88876  0.017
4 N -0.27557 -0.61518 1.58515  -0.005
5 O 0.73435 2.31636 0.39542  0.941
6 F -0.21445 -2.02632 1.51033  0.033
7 H -1.13496 1.74106 0.16313  0.110
8 H -0.63504 -0.82244 -1.41051  0.010
9 H 0.66411 -1.51848 -0.77623  0.007
10 H 0.80794 0.05318 -1.39562  -0.007

---

Entry 5:
C3H4FNOS as an isolated structure in a non-equilibrium geometry. Source: OMol25; level of theory: the ωB97M-V functional and the def2-TZVPD basis.

Output
HOMO energy (alpha / beta)	-9.956 / -10.254	eV
expectation value of S²	2.009
multiplicity	3

Last column: Mulliken spin population.
Cartesian coordinates (Å):
1 C 1.82219 -0.24424 -0.14667  -0.001
2 C 0.24817 -0.49054 0.07833  -0.001
3 C 0.17159 0.93269 -0.32677  0.001
4 N 1.45979 1.14007 -0.41821  0.000
5 O -3.32689 0.53128 1.16582  0.650
6 F -0.32843 -1.53384 -0.65920  0.000
7 S -4.04307 -0.00128 -0.04075  1.351
8 H 2.59388 -0.20031 0.74661  0.000
9 H 2.25910 -0.79627 -1.01428  0.000
10 H -0.17852 -0.89940 1.08730  -0.001
11 H -0.67781 1.56183 -0.47219  0.001

---

Entry 6:
A 2-piece molecular cluster, C3H4FNS overall in a non-equilibrium geometry. Source: OMol25; level of theory: the ωB97M-V functional and the def2-TZVPD basis.

Output
HOMO energy	-9.175	eV

Last column: Mulliken charge in e.
Cartesian coordinates (Å):
1 C 0.43348 -0.39183 -1.29336  0.213
2 C -0.50439 -0.59631 -1.93670  -0.683
3 S -1.87160 -1.25867 -2.85781  -0.205
4 H 1.33621 -0.12716 -0.89004  0.542
5 H -1.17475 -2.34528 -2.60497  0.129
6 C 0.09714 0.75617 2.21823  -0.136
7 N 0.26537 1.44669 1.18140  -0.218
8 F 1.62162 1.43949 0.77987  -0.189
9 H 0.78868 0.23607 2.94063  0.279
10 H -0.99176 0.84082 2.46275  0.267

---

Calculated E (Ha), listed in the same order as above: -271.1412; -271.0801; -346.3217; -346.3185; -744.6179; -669.3247